A 2-piece molecular cluster, C23H23 overall in a non-equilibrium geometry. Source: the OMol25 dataset; level of theory: the ωB97M-V functional and the def2-TZVPD basis.

Last column: Mulliken charge in e.
CARTESIAN COORDINATES (ANGSTROEM)
1 C 1.133 1.048 3.023  -1.118
2 C 0.197 0.079 2.384  -0.292
3 C 0.561 -1.051 1.737  -0.170
4 C -0.357 -2.134 1.416  0.991
5 C 0.093 -3.257 0.682  -0.359
6 C -0.777 -4.294 0.362  -0.638
7 C -2.121 -4.243 0.758  -0.462
8 C -2.571 -3.155 1.512  -0.677
9 C -1.705 -2.116 1.848  -0.410
10 H 0.549 1.830 3.525  0.301
11 H 1.776 0.577 3.782  0.361
12 H 1.784 1.530 2.284  0.139
13 H -0.859 0.330 2.479  0.226
14 H 1.604 -1.179 1.422  0.343
15 H 1.136 -3.275 0.358  0.370
16 H -0.408 -5.148 -0.202  0.412
17 H -2.803 -5.055 0.506  0.400
18 H -3.606 -3.108 1.845  0.395
19 H -2.058 -1.269 2.437  0.269
20 C -0.626 -2.473 -4.027  -1.492
21 C -0.172 -1.418 -3.070  1.180
22 C 1.192 -1.314 -2.769  -0.733
23 C 1.648 -0.362 -1.885  -0.711
24 C 0.748 0.536 -1.239  0.600
25 C 1.319 1.459 -0.323  -0.338
26 C 0.900 2.777 -0.013  0.861
27 C 1.789 3.574 0.777  -0.398
28 C 1.379 4.783 1.311  -0.675
29 C 0.069 5.238 1.088  -0.363
30 C -0.785 4.515 0.243  -0.761
31 C -0.348 3.355 -0.390  -0.327
32 C -0.643 0.365 -1.488  -0.285
33 C -1.071 -0.539 -2.453  -1.282
34 H -1.676 -2.342 -4.300  0.374
35 H -0.027 -2.437 -4.944  0.388
36 H -0.506 -3.486 -3.617  0.305
37 H 1.888 -2.007 -3.244  0.446
38 H 2.711 -0.283 -1.653  0.401
39 H 2.286 1.160 0.098  0.458
40 H 2.798 3.191 0.955  0.429
41 H 2.075 5.368 1.914  0.395
42 H -0.276 6.157 1.564  0.416
43 H -1.804 4.863 0.076  0.413
44 H -0.947 2.867 -1.157  0.673
45 H -1.362 0.923 -0.885  0.620
46 H -2.127 -0.581 -2.727  0.325

Calculated values
Net charge: +1
Orbital gap, eV: 5.08
E_tot, hartree: -889.9376
Relative energy (zero: lowest compared OMol25 entry of this formula, charge and spin), kcal per mole: 17.1